This record from OMol25 describes a 17-piece molecular cluster, C24H66N17O32 overall. The level of theory is ωB97M-V/def2-TZVPD.

Output
HOMO-LUMO gap = 10.1 eV
E_HOMO = -12.48 eV
LUMO energy = -2.43 eV
Total charge = +1

Last column: Löwdin charge in e.
Cartesian coordinates (Å):
C -2.243 -1.181 1.176  -0.0619
C -1.396 -0.716 -0.028  -0.2127
C -0.051 -0.294 0.523  -0.1345
N 1.031 -0.057 -0.481  -0.2432
C 0.458 0.949 -1.445  0.0271
C 1.522 -1.319 -1.130  -0.0930
C 2.864 -0.972 -1.724  -0.1106
C 3.365 0.188 -0.839  -0.1644
C 2.296 0.410 0.213  -0.0836
H -3.326 -1.233 1.019  0.0652
H -1.990 -0.579 2.045  0.0498
H -1.912 -2.225 1.383  0.0725
H -1.899 0.099 -0.544  0.0737
H -1.305 -1.479 -0.805  0.1002
H 0.413 -1.006 1.216  0.1273
H -0.148 0.657 1.050  0.1255
H 1.273 1.372 -2.032  0.1039
H 0.017 1.787 -0.917  0.0877
H -0.284 0.458 -2.056  0.0695
H 0.690 -1.610 -1.774  0.1148
H 1.596 -2.011 -0.285  0.1062
H 2.869 -0.738 -2.784  0.0918
H 3.608 -1.774 -1.604  0.1284
H 3.687 1.040 -1.434  0.1004
H 4.276 -0.148 -0.371  0.0870
H 2.179 1.421 0.541  0.1082
H 2.479 -0.295 1.029  0.1111
C -3.499 2.120 2.501  0.0529
N -2.508 2.134 3.567  -0.4088
O -2.021 3.212 3.813  0.0662
O -2.139 1.071 4.024  0.0570
H -4.234 1.322 2.658  0.1069
H -2.964 1.925 1.584  0.0928
H -3.998 3.076 2.410  0.1041
C 0.396 4.761 2.953  0.0612
N 0.488 4.053 1.647  -0.4113
O 1.617 3.781 1.270  0.0407
O -0.552 3.728 1.093  0.0554
H -0.650 4.777 3.183  0.0640
H 0.809 5.751 2.792  0.1055
H 0.999 4.229 3.670  0.1034
C -5.675 -1.430 -2.978  0.0599
N -4.917 -0.916 -1.771  -0.4372
O -3.788 -0.589 -1.992  0.0429
O -5.475 -0.702 -0.745  0.0723
H -6.206 -0.598 -3.405  0.0999
H -6.379 -2.130 -2.546  0.0861
H -4.951 -1.858 -3.682  0.0744
C 0.994 -5.817 0.763  0.0412
N 0.266 -4.749 0.090  -0.4364
O -0.660 -4.225 0.689  0.0480
O 0.742 -4.351 -0.948  0.0764
H 1.402 -5.330 1.628  0.0800
H 1.773 -6.216 0.113  0.1082
H 0.295 -6.617 1.022  0.1107
C 2.093 0.397 -6.504  0.0484
N 1.579 -0.923 -6.087  -0.4453
O 0.920 -1.509 -6.902  0.0906
O 1.924 -1.336 -5.000  0.0601
H 1.985 0.496 -7.564  0.0953
H 3.128 0.471 -6.280  0.0891
H 1.554 1.209 -6.019  0.0747
C 4.798 4.619 0.847  0.0518
N 5.609 3.380 0.638  -0.4140
O 4.985 2.362 0.330  0.0320
O 6.795 3.492 0.700  0.0981
H 4.374 4.609 1.843  0.0898
H 3.945 4.626 0.160  0.0908
H 5.431 5.475 0.693  0.0924
C 3.761 -3.243 3.686  0.0550
N 3.553 -2.671 2.338  -0.4207
O 4.407 -1.902 1.979  0.0690
O 2.653 -3.121 1.655  0.0527
H 3.696 -4.308 3.502  0.1005
H 2.954 -2.996 4.371  0.0950
H 4.724 -2.985 4.078  0.0949
C -3.804 -2.216 4.838  0.0577
N -3.080 -1.373 5.887  -0.4375
O -1.885 -1.525 5.986  0.0329
O -3.729 -0.542 6.457  0.0812
H -4.776 -2.533 5.220  0.0996
H -3.103 -3.047 4.749  0.0999
H -3.929 -1.606 3.984  0.0484
C 0.480 0.273 5.443  0.0520
N 1.114 0.074 4.128  -0.3904
O 1.191 1.076 3.436  0.0400
O 1.512 -1.047 3.752  0.0308
H -0.323 1.003 5.349  0.0829
H 1.295 0.565 6.079  0.0925
H 0.072 -0.701 5.678  0.0724
C 0.600 4.913 -5.059  0.0415
N 0.160 3.501 -5.063  -0.4479
O 0.157 2.908 -3.999  0.0562
O -0.178 3.081 -6.133  0.0835
H 0.064 5.559 -5.728  0.0946
H 1.647 4.982 -5.360  0.1065
H 0.545 5.296 -4.023  0.1059
C -2.952 -4.546 -1.940  0.0683
N -4.379 -4.114 -2.133  -0.4379
O -4.942 -4.327 -3.175  0.0803
O -4.849 -3.526 -1.213  0.0527
H -2.398 -3.824 -2.535  0.0781
H -2.803 -5.516 -2.408  0.1033
H -2.694 -4.473 -0.871  0.0903
C -2.475 0.184 -4.758  0.0796
N -2.048 -1.113 -4.118  -0.4003
O -2.781 -2.079 -4.158  0.0477
O -1.006 -1.093 -3.505  0.0461
H -3.414 0.449 -4.324  0.0586
H -2.568 -0.015 -5.816  0.1071
H -1.691 0.891 -4.498  0.0790
C -7.357 -2.576 1.268  0.0581
N -6.227 -2.305 2.219  -0.4332
O -5.454 -3.200 2.444  0.0660
O -6.146 -1.186 2.679  0.0512
H -7.118 -2.119 0.311  0.0723
H -8.270 -2.213 1.708  0.0950
H -7.382 -3.663 1.112  0.1040
C 7.389 0.811 -1.540  0.0411
N 7.388 -0.437 -0.736  -0.4465
O 7.528 -1.456 -1.361  0.0740
O 7.324 -0.356 0.480  0.0541
H 6.398 0.953 -1.975  0.0934
H 8.128 0.785 -2.326  0.0987
H 7.575 1.608 -0.847  0.0650
C 5.049 0.578 3.499  0.0589
N 4.254 1.512 4.378  -0.4219
O 3.575 1.070 5.295  0.0435
O 4.357 2.681 4.144  0.0729
H 6.054 0.973 3.297  0.1104
H 4.553 0.375 2.556  0.0701
H 5.143 -0.327 4.105  0.0889
C -3.485 4.307 -2.404  0.0609
N -3.298 2.826 -2.391  -0.4116
O -2.344 2.375 -1.771  0.0596
O -4.187 2.200 -2.913  0.0679
H -3.842 4.625 -3.367  0.0944
H -2.538 4.783 -2.218  0.0889
H -4.200 4.535 -1.626  0.1054



This record from OMol25 describes C16H16N4O2S5SbTc as an isolated structure. The level of theory is ωB97M-V/def2-TZVPD.

Output
HOMO-LUMO gap = 5.7 eV
Relative energy (zero: lowest compared OMol25 entry of this formula, charge and spin) = 145.59 kJ/mol
E_HOMO = -13.64 eV
LUMO energy = -7.98 eV
Total charge = +2

Last column: natural (NBO) charge in e.
Cartesian coordinates (Å):
Tc 0.507 0.311 0.636  0.7114
C -2.859 3.039 -0.413  -0.6923
C -2.086 1.778 -0.132  0.4896
O -0.723 1.843 0.047  -0.6666
C -2.768 0.622 -0.064  -0.3794
C -2.268 -0.691 0.042  0.4037
C -3.218 -1.843 -0.023  -0.6770
N -0.968 -0.948 0.147  -0.3580
N -0.622 -2.301 -0.001  -0.3367
C 0.639 -2.421 0.028  0.5350
O 1.410 -1.297 0.127  -0.5926
C 1.280 -3.745 -0.004  -0.0830
C 0.505 -4.900 0.014  -0.1614
C 1.122 -6.141 0.004  -0.1999
C 2.507 -6.229 -0.025  -0.1643
C 3.279 -5.079 -0.057  -0.2003
C 2.663 -3.834 -0.042  -0.1985
H -2.246 3.829 -0.821  0.2487
H -3.327 3.402 0.508  0.2615
H -3.658 2.815 -1.117  0.2637
H -3.838 0.710 -0.195  0.2589
H -4.250 -1.499 -0.062  0.2399
H -3.073 -2.493 0.844  0.2695
H -2.997 -2.453 -0.903  0.2780
H -0.577 -4.815 0.038  0.2340
H 0.523 -7.042 0.026  0.2364
H 2.988 -7.204 -0.024  0.2352
H 4.359 -5.155 -0.086  0.2200
H 3.243 -2.916 -0.059  0.2102
S 3.190 2.989 2.241  -0.5598
Sb 1.537 2.697 3.707  0.9765
S 0.401 0.517 2.743  -0.0848
S 0.550 3.377 0.494  0.4278
S -0.178 3.861 2.170  -0.0636
S 2.410 1.565 0.230  0.2177
C 3.954 0.665 0.114  0.3073
N 5.055 1.300 0.565  -0.4713
C 6.294 0.772 0.460  0.1379
C 6.447 -0.431 -0.142  -0.2752
C 5.294 -1.030 -0.622  0.1684
N 4.063 -0.492 -0.486  -0.4074
H 4.925 2.186 1.030  0.4587
H 7.111 1.350 0.866  0.2611
H 7.423 -0.891 -0.239  0.2795
H 5.343 -1.980 -1.145  0.2416



This record from OMol25 describes C12H31CoN4O9P2 as an isolated structure. The level of theory is ωB97M-V/def2-TZVPD.

Output
HOMO-LUMO gap (spin up / spin down) = 8.5 / 8.5 eV
E_HOMO (spin up / spin down) = -11.10 / -11.10 eV
LUMO energy (spin up / spin down) = -2.61 / -2.61 eV
Spin multiplicity = 4
Total charge = +1

Last column: Mulliken spin population.
Cartesian coordinates (Å):
Co -1.067 0.659 0.519  2.7926
C 1.614 2.806 2.523  -0.0018
C 0.734 1.701 3.081  -0.0044
C 1.026 1.378 4.538  -0.0002
O 0.943 0.532 2.263  0.0139
C -0.771 2.170 2.984  0.0066
O -1.139 3.043 3.736  0.0113
O -1.497 1.552 2.106  0.0843
H 2.666 2.572 2.695  0.0000
H 1.371 3.748 3.009  0.0002
H 1.433 2.892 1.451  -0.0004
H 2.074 1.103 4.669  -0.0001
H 0.395 0.553 4.883  0.0000
H 0.810 2.251 5.148  0.0004
H 0.595 -0.214 2.761  0.0020
N 0.477 1.077 -4.361  -0.0001
C 0.270 1.941 -3.136  0.0011
C 0.524 3.411 -3.411  0.0002
P 1.410 1.214 -1.857  0.0022
O 2.680 2.186 -1.822  0.0020
O 1.885 -0.096 -2.431  0.0008
O 0.780 1.147 -0.502  0.0184
P -1.493 1.525 -2.611  0.0051
O -2.341 2.604 -3.431  0.0019
O -1.632 0.163 -3.233  -0.0003
O -1.793 1.682 -1.156  0.0307
H 1.356 0.554 -4.264  -0.0001
H 0.424 1.590 -5.237  0.0000
H -0.339 0.389 -4.278  -0.0001
H 1.543 3.577 -3.763  0.0001
H 0.374 3.979 -2.492  -0.0001
H -0.178 3.793 -4.152  0.0002
H 2.570 2.976 -1.273  -0.0002
H -2.819 3.215 -2.852  0.0001
N 2.106 -2.250 -0.072  0.0010
C 0.651 -2.396 0.200  -0.0086
C 0.347 -3.273 1.402  -0.0084
C -1.134 -3.086 1.784  0.0061
N -1.389 -1.719 2.258  0.0144
C -1.996 -3.405 0.560  0.0031
C -1.650 -2.599 -0.703  -0.0166
N -1.982 -1.142 -0.574  0.0426
C -0.156 -2.845 -1.014  0.0023
H 2.491 -1.594 0.615  0.0002
H 2.217 -1.760 -1.023  0.0000
H 2.617 -3.130 -0.061  0.0001
H 0.316 -1.406 0.429  0.0013
H 0.994 -3.022 2.248  -0.0004
H 0.510 -4.327 1.160  -0.0002
H -1.377 -3.817 2.563  0.0012
H -1.149 -1.628 3.240  -0.0008
H -2.381 -1.515 2.210  0.0029
H -3.051 -3.262 0.809  -0.0005
H -1.853 -4.463 0.332  -0.0004
H -2.245 -3.002 -1.528  0.0023
H -2.960 -1.087 -0.299  0.0010
H -1.940 -0.756 -1.521  -0.0088
H 0.125 -2.279 -1.904  0.0001
H 0.002 -3.908 -1.211  -0.0002